# 1
{"formula": "C5H11NO2", "method": "the ωB97M-V functional and the def2-TZVPD basis", "charge": 0, "homo_lumo_gap_ev": 10.046, "smiles": "C/C=C\\[C@@](N)(O)OC", "e_homo_ha": -0.33471, "lumo_ev": 0.9, "symbols": ["C", "C", "C", "N", "C", "C", "O", "O", "H", "H", "H", "H", "H", "H", "H", "H", "H", "H", "H"], "positions_angstrom": [[-1.021, -0.206, 0.252], [0.159, -2.076, -1.095], [1.787, 1.372, 0.373], [-1.056, -0.012, 1.646], [-0.587, 0.957, -0.549], [0.628, 1.546, -0.547], [0.091, -1.269, 0.053], [-2.277, -0.626, -0.146], [-2.709, -0.803, 0.706], [-1.439, 0.760, 2.182], [-0.151, -0.265, 2.028], [-1.217, 1.141, -1.417], [0.751, 2.376, -1.243], [0.600, -1.513, -1.928], [0.894, -2.869, -0.897], [-0.819, -2.518, -1.333], [2.540, 0.667, 0.016], [2.304, 2.324, 0.528], [1.522, 1.012, 1.371]], "mulliken_charge": [1.05, -0.71, -1.08, -0.67, -0.65, -0.07, -0.39, -0.55, 0.32, 0.21, 0.20, 0.28, 0.40, 0.28, 0.25, 0.30, 0.25, 0.36, 0.24]}



# 2
{"formula": "C31H48AuO3P2", "method": "the ωB97M-V functional and the def2-TZVPD basis", "s_squared": 2.02, "charge": 1, "homo_lumo_gap_ev": [6.590, 4.606], "e_homo_ha": [-0.35639, -0.35639], "multiplicity": 3, "lumo_ev": [-3.1, -5.1], "symbols": ["Au", "C", "C", "C", "C", "C", "C", "H", "H", "H", "C", "H", "H", "H", "C", "H", "H", "H", "C", "H", "H", "H", "C", "H", "H", "H", "C", "C", "C", "C", "C", "C", "C", "C", "H", "H", "H", "H", "H", "H", "H", "H", "H", "H", "H", "H", "P", "P", "C", "C", "H", "H", "H", "H", "C", "H", "H", "H", "C", "H", "H", "H", "C", "H", "H", "H", "C", "H", "H", "H", "O", "C", "C", "C", "C", "C", "C", "C", "O", "O", "H", "H", "H", "H", "H"], "positions_angstrom": [[0.601, -0.651, -1.718], [-0.791, -1.895, 0.717], [0.596, -1.945, 0.186], [0.511, -0.565, 2.069], [-0.814, -1.052, 1.821], [1.387, -1.154, 1.165], [-1.953, -2.673, 0.232], [-1.724, -3.232, -0.684], [-2.828, -2.030, 0.030], [-2.271, -3.401, 1.001], [-1.957, -0.798, 2.721], [-2.784, -1.477, 2.486], [-2.300, 0.241, 2.609], [-1.663, -0.955, 3.769], [0.856, 0.240, 3.260], [0.658, -0.331, 4.181], [0.241, 1.150, 3.291], [1.912, 0.533, 3.260], [2.861, -1.116, 1.280], [3.181, -1.638, 2.198], [3.247, -0.089, 1.359], [3.348, -1.604, 0.430], [1.130, -3.242, -0.334], [1.257, -3.980, 0.477], [2.096, -3.084, -0.825], [0.451, -3.658, -1.086], [-1.812, 0.870, -6.361], [-1.902, -0.428, -6.696], [-0.964, -1.180, -7.590], [0.480, -0.626, -7.652], [1.075, -0.183, -6.339], [1.136, 1.113, -5.988], [0.398, 2.222, -6.685], [-1.050, 1.891, -7.156], [-1.390, -1.178, -8.610], [0.500, 0.195, -8.385], [-0.913, -2.241, -7.289], [-1.005, 1.591, -8.215], [-2.474, 1.262, -5.573], [-2.816, -0.983, -6.445], [-1.632, 2.828, -7.133], [0.360, 3.121, -6.044], [1.857, 1.460, -5.247], [0.988, 2.516, -7.571], [1.130, -1.415, -8.067], [1.580, -0.961, -5.751], [-1.323, 0.246, -2.679], [1.684, 1.390, -2.200], [-0.768, 1.747, -3.550], [0.406, 2.505, -2.902], [-1.625, 2.416, -3.700], [-0.468, 1.408, -4.546], [0.889, 3.168, -3.635], [0.051, 3.122, -2.059], [2.251, 2.091, -0.632], [2.786, 1.313, -0.071], [1.382, 2.438, -0.054], [2.923, 2.936, -0.828], [3.160, 1.153, -3.205], [3.476, 2.113, -3.626], [2.990, 0.429, -4.008], [3.952, 0.769, -2.549], [-2.762, 0.637, -1.702], [-3.298, -0.290, -1.454], [-3.425, 1.293, -2.287], [-2.440, 1.161, -0.775], [-1.756, -1.228, -3.637], [-0.870, -1.880, -3.680], [-2.091, -0.996, -4.650], [-2.565, -1.740, -3.094], [0.756, 3.566, 2.410], [-0.428, 4.098, 2.804], [-0.541, 5.039, 3.849], [-1.806, 5.523, 4.170], [-2.949, 5.042, 3.507], [-2.821, 4.098, 2.482], [-1.550, 3.673, 2.100], [-1.294, 2.826, 0.882], [-1.817, 1.675, 0.885], [-0.612, 3.372, -0.020], [1.458, 3.916, 2.985], [0.351, 5.387, 4.371], [-1.917, 6.278, 4.954], [-3.937, 5.413, 3.775], [-3.680, 3.693, 1.956]], "mulliken_charge": [0.45, 0.57, 0.36, 1.40, 1.13, 0.24, -1.95, 0.22, 0.38, 0.49, -1.53, 0.43, 0.10, 0.36, -1.68, 0.34, 0.18, 0.41, -1.70, 0.39, 0.42, 0.29, -1.81, 0.38, 0.41, 0.40, -0.23, -0.71, -0.86, -1.05, 0.01, -0.41, -1.06, -0.97, 0.35, 0.30, 0.37, 0.37, 0.85, 0.74, 0.42, 0.13, 0.56, 0.49, 0.46, 0.40, 0.73, 0.76, 1.12, -1.43, 0.91, -1.76, 0.61, 0.58, -0.53, 0.00, 0.01, 0.52, -1.44, 0.49, 0.35, 0.43, -0.25, 0.44, 0.53, -0.50, -0.70, 0.49, -0.47, 0.44, -0.34, 0.69, -0.85, -0.53, -0.75, -0.30, 0.40, 0.46, -0.90, -0.80, 0.26, 0.33, 0.37, 0.39, 0.41]}



# 3
{"formula": "C8H15N2S", "method": "the ωB97M-V functional and the def2-TZVPD basis", "charge": 1, "homo_lumo_gap_ev": 7.776, "smiles": "CCCN1C=C[N@H+](C)[C@H]1C=S", "e_homo_ha": -0.44975, "lumo_ev": -4.5, "symbols": ["C", "C", "C", "C", "C", "C", "C", "C", "N", "N", "S", "H", "H", "H", "H", "H", "H", "H", "H", "H", "H", "H", "H", "H", "H", "H"], "positions_angstrom": [[-1.633, -0.823, -0.522], [-2.164, 0.282, -1.136], [-0.893, 1.455, 1.737], [-0.489, 0.861, 0.349], [2.698, -2.236, 0.603], [-0.684, 2.012, -1.904], [1.855, -0.958, 0.453], [0.419, -1.442, 0.777], [-0.520, -0.490, 0.169], [-1.314, 1.429, -0.733], [-1.720, 2.802, 1.615], [-2.011, -1.798, -0.794], [-3.078, 0.475, -1.680], [-0.548, 1.102, 2.768], [0.674, 1.061, 0.421], [2.552, -2.472, 1.606], [2.368, -3.078, 0.106], [3.702, -1.988, 0.465], [-0.188, 1.328, -2.571], [-1.497, 2.406, -2.507], [0.002, 2.804, -1.787], [1.742, -0.635, -0.664], [2.277, -0.300, 1.204], [0.241, -2.400, 0.307], [0.103, -1.515, 1.894], [-1.893, 2.118, -0.176]], "mulliken_charge": [-0.14, -0.71, -0.21, -0.26, -1.69, -1.01, -0.04, -0.75, 0.36, 0.29, -0.28, 0.43, 0.46, 0.27, 0.29, 0.46, 0.46, 0.40, 0.35, 0.43, 0.40, 0.27, 0.30, 0.38, 0.28, 0.28]}



# 4
{"formula": "C2H5N3", "method": "the ωB97M-V functional and the def2-TZVPD basis", "charge": 0, "homo_lumo_gap_ev": 9.182, "e_homo_ha": -0.35084, "lumo_ev": -0.4, "symbols": ["C", "C", "H", "H", "H", "H", "H", "N", "N", "N"], "positions_angstrom": [[-1.976, -0.268, 0.025], [1.588, 0.308, 0.001], [-2.741, -0.968, 0.304], [-2.361, 0.747, -0.117], [-0.083, 1.465, 0.603], [2.114, 1.229, 0.099], [1.663, -1.590, -0.216], [-0.701, -0.624, -0.215], [0.197, 0.430, -0.464], [2.301, -0.729, -0.019]], "mulliken_charge": [-0.34, -0.05, 0.27, 0.29, 0.26, 0.36, 0.30, -0.28, -0.29, -0.52]}



# 5
{"formula": "C3H11N", "method": "the ωB97M-V functional and the def2-TZVPD basis", "s_squared": 0.75, "charge": 1, "homo_lumo_gap_ev": [8.585, 3.139], "e_homo_ha": [-0.46769, -0.46769], "multiplicity": 2, "lumo_ev": [-4.1, -9.6], "symbols": ["C", "C", "H", "H", "H", "H", "H", "H", "C", "N", "H", "H", "H", "H", "H"], "positions_angstrom": [[-0.785, -0.775, 5.213], [-0.445, -2.153, 5.767], [-0.338, 0.054, 5.771], [-1.812, -0.468, 5.448], [-0.599, -0.690, 4.148], [0.463, -2.070, 6.369], [-1.212, -2.696, 6.309], [-0.080, -2.844, 5.000], [0.179, 0.900, -5.350], [1.029, 1.977, -5.690], [-0.564, 0.728, -6.113], [-0.229, 1.062, -4.329], [0.665, -0.073, -5.208], [0.555, 2.883, -5.767], [1.836, 2.048, -5.062]], "mulliken_charge": [-0.80, -0.79, 0.28, 0.27, 0.25, 0.25, 0.28, 0.27, -0.62, -0.08, 0.33, 0.35, 0.33, 0.35, 0.35]}



ΔE to the lowest compared entry with this formula, charge and spin list, top to bottom, in kcal per mole: 55.47 0.00 76.89 96.46 10.30